# 1
{
  "formula": "C6H10N2O2",
  "method": "ωB97M-V/def2-TZVPD",
  "homo_lumo_gap_ev": 9.460,
  "smiles": "CCC#CN(ON)C(C)=O",
  "lumo_ev": 0.70,
  "e_homo_ev": -8.76,
  "charge": 0,
  "elements": ["C", "C", "C", "C", "N", "O", "N", "C", "C", "O", "H", "H", "H", "H", "H", "H", "H", "H", "H", "H"],
  "coordinates": [[-2.99589, 1.04456, 0.86846], [-2.36754, 0.20134, 1.91069], [-0.96686, 0.12256, 1.55195], [-0.09598, 0.01450, 0.69663], [1.02807, -0.06011, 0.00522], [1.99904, -1.17190, 0.21635], [1.58203, -2.31886, -0.51410], [1.28974, 0.76458, -1.06729], [2.58081, 0.49551, -1.81690], [0.53121, 1.74480, -1.21030], [-2.34789, 1.89438, 0.57189], [-4.13358, 1.37539, 1.02380], [-3.06236, 0.55827, -0.05835], [-2.89754, -0.71425, 1.95240], [-2.46866, 0.56671, 2.94814], [2.29940, -2.44751, -1.25858], [1.40557, -3.09308, 0.21647], [2.64968, 1.22084, -2.53886], [3.59818, 0.35234, -1.31293], [2.37256, -0.55007, -2.18467]]
}

# 2
{
  "formula": "C37H23BrF4N4O6PPb",
  "method": "ωB97M-V/def2-TZVPD",
  "homo_lumo_gap_ev": 7.506,
  "lumo_ev": 2.34,
  "e_homo_ev": -5.16,
  "charge": -1,
  "elements": ["Pb", "O", "C", "N", "C", "C", "C", "C", "C", "C", "N", "C", "C", "C", "C", "C", "N", "H", "H", "H", "H", "H", "H", "H", "H", "H", "H", "O", "C", "C", "C", "N", "C", "C", "C", "O", "O", "C", "O", "O", "H", "H", "H", "F", "C", "C", "F", "C", "F", "C", "P", "C", "C", "C", "C", "C", "C", "C", "C", "C", "C", "C", "C", "C", "Br", "C", "F", "H", "H", "H", "H", "H", "H", "H", "H", "H", "H"],
  "coordinates": [[1.37433, 0.61834, -0.59700], [3.25597, -2.10245, -3.66194], [2.57138, -1.31415, -2.99827], [2.47318, -1.21700, -1.67691], [3.27598, -2.15986, -0.92676], [3.86622, -1.58098, 0.33671], [4.95792, -2.19467, 0.94868], [5.46512, -1.66331, 2.11746], [4.88064, -0.52414, 2.65593], [3.80801, 0.02920, 1.98582], [3.31073, -0.49048, 0.86285], [1.69337, -0.33211, -3.76824], [1.78308, -0.29233, -5.15135], [0.95988, 0.57195, -5.85017], [0.05772, 1.36158, -5.15196], [0.03389, 1.26528, -3.77297], [0.83679, 0.44296, -3.09932], [4.08177, -2.56333, -1.54628], [2.66287, -3.02118, -0.62404], [5.39849, -3.07507, 0.49883], [6.31507, -2.12550, 2.60421], [5.24782, -0.07372, 3.56755], [3.31999, 0.92595, 2.35226], [2.50092, -0.94068, -5.63209], [1.01711, 0.63032, -6.92998], [-0.61200, 2.04143, -5.65996], [-0.64676, 1.86676, -3.18026], [-0.94569, 6.47088, -2.89732], [-0.51318, 5.36241, -2.23351], [-1.34715, 4.63478, -1.39115], [-0.82985, 3.50966, -0.77488], [0.42024, 3.11167, -0.96284], [1.22194, 3.81619, -1.75261], [0.80451, 4.95899, -2.41345], [2.67075, 3.31882, -1.88308], [3.46521, 4.07446, -2.42636], [2.92872, 2.15312, -1.40734], [-1.68721, 2.64660, 0.14716], [-2.82611, 3.02713, 0.42726], [-1.08201, 1.58886, 0.48099], [-1.86057, 6.63946, -2.64816], [-2.37650, 4.91067, -1.19489], [1.49466, 5.50284, -3.04136], [-1.26205, -6.69876, 1.80143], [-1.25844, -5.37060, 1.65400], [-2.09158, -4.58445, 2.42617], [-2.90049, -5.16380, 3.31949], [-2.06693, -3.21070, 2.27084], [-2.89606, -2.51552, 3.06239], [-1.24005, -2.56662, 1.36416], [-1.20411, -0.66933, 1.04921], [-2.98907, -0.59915, 0.61342], [-3.28933, -0.97383, -0.69535], [-4.59062, -0.91759, -1.17195], [-5.61249, -0.48040, -0.34084], [-5.32178, -0.11174, 0.96470], [-4.01954, -0.16953, 1.43924], [-1.06323, -0.16949, 2.81903], [-1.55495, 1.05112, 3.28600], [-1.37242, 1.43103, 4.60901], [-0.69048, 0.60686, 5.49299], [-0.16526, -0.59197, 5.03189], [-0.33979, -0.96609, 3.70812], [-0.42302, -3.39004, 0.59008], [0.75609, -2.69561, -0.72960], [-0.42619, -4.76928, 0.73070], [0.36816, -5.55930, -0.00119], [-2.48812, -1.30423, -1.34971], [-4.80221, -1.20431, -2.19474], [-6.62728, -0.41435, -0.71314], [-6.11364, 0.22905, 1.62027], [-3.81320, 0.12004, 2.46042], [-2.08689, 1.70547, 2.60861], [-1.76857, 2.38075, 4.94691], [-0.55946, 0.90031, 6.52726], [0.38258, -1.24238, 5.70308], [0.10316, -1.89497, 3.36585]]
}

# 3
{
  "formula": "C23H26F3N3O4S",
  "method": "ωB97M-V/def2-TZVPD",
  "homo_lumo_gap_ev": 7.712,
  "smiles": "O=C(Nc1ccc(N2CCOCC2)cc1)[C@H]1CCCN(S(=O)(=O)c2cccc(C(F)(F)F)c2)C1",
  "lumo_ev": 0.11,
  "e_homo_ev": -7.60,
  "charge": 0,
  "elements": ["O", "C", "N", "C", "C", "C", "C", "N", "C", "C", "O", "C", "C", "C", "C", "C", "C", "C", "C", "N", "S", "O", "O", "C", "C", "C", "C", "C", "C", "F", "F", "F", "C", "C", "H", "H", "H", "H", "H", "H", "H", "H", "H", "H", "H", "H", "H", "H", "H", "H", "H", "H", "H", "H", "H", "H", "H", "H", "H", "H"],
  "coordinates": [[1.63394, 1.47163, -2.20923], [0.91012, 1.20525, -1.27276], [0.96845, 0.06996, -0.53835], [1.83765, -1.02510, -0.67932], [2.84044, -1.09010, -1.63758], [3.65419, -2.20361, -1.72061], [3.50272, -3.28519, -0.85040], [4.34832, -4.39012, -0.86607], [5.55262, -4.36608, -1.66920], [6.53473, -5.39706, -1.10075], [5.98135, -6.69064, -1.06803], [4.80685, -6.70356, -0.29103], [3.77310, -5.72212, -0.84509], [2.49481, -3.20042, 0.11695], [1.67710, -2.09574, 0.19765], [-0.20131, 2.16606, -0.83941], [0.36394, 3.58448, -0.71144], [-0.75635, 4.58779, -0.44890], [-1.80136, 4.50407, -1.56228], [-2.29003, 3.15853, -1.73846], [-3.70885, 2.72938, -1.01910], [-4.06998, 1.43666, -1.51280], [-4.61414, 3.82837, -1.15827], [-3.36222, 2.54388, 0.74482], [-3.54301, 3.61072, 1.60482], [-3.22874, 3.46943, 2.94752], [-2.72387, 2.26849, 3.42066], [-2.55690, 1.20305, 2.54539], [-2.00581, -0.11314, 3.01764], [-2.92156, -1.09121, 3.01355], [-1.00538, -0.53715, 2.21276], [-1.49608, -0.06526, 4.25254], [-2.88779, 1.33163, 1.20129], [-1.27854, 2.15428, -1.93856], [0.30766, -0.03981, 0.21834], [2.97507, -0.27251, -2.32499], [4.40715, -2.22531, -2.49199], [6.01233, -3.37935, -1.60784], [5.34459, -4.60891, -2.72395], [7.42650, -5.46115, -1.72637], [6.82337, -5.09076, -0.08332], [4.42715, -7.72602, -0.32515], [5.04419, -6.43407, 0.74965], [2.87692, -5.74053, -0.22829], [3.50263, -6.03610, -1.86726], [2.36109, -4.00126, 0.82765], [0.90828, -2.05389, 0.95611], [-0.63607, 1.85707, 0.11613], [1.09625, 3.61661, 0.09805], [0.87968, 3.83120, -1.64134], [-0.35051, 5.59922, -0.41059], [-1.22324, 4.37157, 0.51537], [-2.66984, 5.12890, -1.35376], [-1.35451, 4.82705, -2.50888], [-3.94215, 4.53143, 1.20908], [-3.37222, 4.29398, 3.62802], [-2.46424, 2.15479, 4.46192], [-2.79881, 0.50447, 0.51360], [-1.79178, 1.19333, -1.98845], [-0.78795, 2.34013, -2.90073]]
}